No. 1
A cluster of 10 separate species, C48H83N2O22P2 in total. Source: the OMol25 dataset; level of theory: ωB97M-V with the def2-TZVPD basis set.

```
157
C48H83N2O22P2, DFT ωB97M-V with the def2-TZVPD basis set
C -0.273 0.601 -1.990
C 1.058 0.633 -1.225
N 0.874 -0.212 -0.030
C 1.112 -1.546 -0.021
C 0.727 -2.041 1.195
N 0.128 -0.979 1.837
C 0.256 0.093 1.083
C -0.439 -0.955 3.167
H -0.200 -0.412 -2.417
H -0.209 1.302 -2.821
H -1.255 0.593 -1.529
H 1.302 1.612 -0.795
H 1.917 0.310 -1.800
H 1.463 -2.072 -0.895
H 0.510 -3.074 1.392
H -0.101 1.089 1.298
H -0.216 -1.852 3.743
H -1.495 -0.701 3.192
H 0.067 -0.233 3.819
C 5.268 -2.335 -4.177
C 6.098 -1.739 -5.143
C 5.987 -0.384 -5.396
C 5.064 0.410 -4.702
C 4.384 -0.175 -3.651
C 4.425 -1.538 -3.415
O 3.707 -2.086 -2.379
O 6.710 0.188 -6.439
H 5.383 -3.406 -4.055
H 6.652 -2.371 -5.823
H 4.972 1.472 -4.881
H 3.832 0.431 -2.933
H 3.918 -2.969 -2.070
H 7.257 0.890 -6.070
C 1.348 5.227 -1.567
C 0.526 4.640 -0.598
C 1.113 4.113 0.528
C 2.495 4.160 0.694
C 3.311 4.790 -0.224
C 2.722 5.285 -1.392
O 3.554 5.792 -2.341
O 0.369 3.525 1.514
H 0.971 5.538 -2.536
H -0.523 4.655 -0.864
H 2.804 3.838 1.685
H 4.370 4.924 -0.059
H 3.132 6.259 -3.064
H -0.510 3.241 1.174
C 1.493 -4.482 -2.875
C 0.180 -4.046 -2.943
C -0.633 -4.144 -1.827
C -0.150 -4.821 -0.724
C 1.155 -5.283 -0.641
C 2.033 -5.007 -1.697
O 3.369 -5.368 -1.718
O -1.928 -3.694 -1.894
H 2.146 -4.287 -3.718
H -0.174 -3.586 -3.857
H -0.792 -5.012 0.135
H 1.561 -5.831 0.205
H 3.526 -6.000 -1.000
H -2.392 -4.156 -1.184
C 0.769 -4.105 5.388
C 0.922 -3.983 6.779
C 2.156 -4.316 7.302
C 3.251 -4.494 6.454
C 3.086 -4.577 5.090
C 1.814 -4.370 4.536
O 1.665 -4.501 3.171
O 2.285 -4.421 8.649
H -0.221 -3.931 4.974
H 0.078 -3.809 7.429
H 4.232 -4.621 6.900
H 3.927 -4.920 4.499
H 2.242 -5.186 2.828
H 3.153 -4.672 8.972
C -3.459 0.071 0.780
O -3.897 1.230 0.052
P -3.252 2.646 0.414
O -1.785 2.750 0.310
O -3.972 3.741 -0.429
C -4.016 3.760 -1.859
O -3.862 2.925 1.853
C -2.993 3.536 2.822
H -4.411 -0.416 1.010
H -2.873 0.159 1.692
H -2.978 -0.656 0.116
H -4.988 4.138 -2.157
H -3.824 2.800 -2.332
H -3.258 4.451 -2.231
H -2.596 4.521 2.557
H -2.126 2.883 2.907
H -3.510 3.671 3.766
C 2.492 2.074 9.064
O 2.298 1.099 8.019
P 0.964 1.271 7.173
O -0.208 1.736 7.910
O 1.398 2.226 5.985
C 0.684 3.468 5.717
O 0.796 -0.158 6.494
C 1.995 -0.814 6.086
H 2.069 1.653 9.974
H 1.929 2.980 8.847
H 3.542 2.300 9.199
H 0.835 4.115 6.567
H -0.335 3.163 5.469
H 1.005 3.807 4.736
H 1.752 -1.726 5.542
H 2.564 -1.098 6.964
H 2.578 -0.272 5.336
C 1.302 1.057 -5.951
O 0.304 2.037 -5.735
C 0.016 2.836 -6.863
C 1.130 3.474 -7.641
O 1.738 2.533 -8.513
C 2.437 3.001 -9.622
H 1.627 0.546 -5.047
H 2.156 1.439 -6.526
H 0.911 0.303 -6.665
H -0.663 3.564 -6.420
H -0.562 2.278 -7.615
H 2.016 3.923 -7.169
H 0.624 4.277 -8.203
H 1.908 3.869 -10.049
H 2.574 2.288 -10.427
H 3.412 3.407 -9.311
C -3.363 0.760 6.031
O -3.532 0.754 4.621
C -4.747 0.197 4.157
C -4.904 -1.320 4.147
O -3.892 -2.047 3.475
C -4.242 -3.381 3.337
H -4.126 1.447 6.419
H -2.388 1.145 6.316
H -3.461 -0.232 6.481
H -4.875 0.665 3.181
H -5.504 0.620 4.835
H -5.880 -1.521 3.685
H -4.985 -1.668 5.185
H -4.294 -4.008 4.230
H -3.477 -3.879 2.723
H -5.102 -3.550 2.674
C -6.154 -0.044 -5.987
O -4.851 0.166 -5.468
C -4.580 -0.666 -4.350
C -3.404 -0.092 -3.585
O -2.196 -0.147 -4.300
C -1.780 -1.397 -4.853
H -6.301 0.763 -6.708
H -6.970 -0.040 -5.253
H -6.250 -1.002 -6.521
H -4.275 -1.683 -4.647
H -5.491 -0.818 -3.763
H -3.277 -0.780 -2.733
H -3.570 0.950 -3.343
H -2.355 -1.544 -5.767
H -1.870 -2.191 -4.098
H -0.707 -1.235 -4.972
```

Calculated values
LUMO   -1.797 eV
Highest occupied orbital energy   -9.56 eV
Net charge   +1
HOMO-LUMO gap   7.77 eV

Atom charges from the Mulliken analysis, given in e for atoms 1 to 2: -0.1543, 0.8533



No. 2
A cluster of 4 separate species, C48H84BrCl2N5O10PS in total. Source: the OMol25 dataset; level of theory: ωB97M-V with the def2-TZVPD basis set.

```
152
C48H84BrCl2N5O10PS, DFT ωB97M-V with the def2-TZVPD basis set
N -0.144 0.848 -0.529
P -1.302 -0.012 -1.273
C -1.693 0.463 -3.050
Cl -1.518 2.311 -3.145
C -0.865 -0.327 -4.243
C -0.675 0.590 -5.548
C -1.920 1.179 -6.308
O -2.599 2.200 -6.074
O -2.290 0.531 -7.562
C 0.619 -0.422 -3.606
C 1.871 -0.509 -4.582
O 2.387 0.495 -5.152
Br 2.894 -2.203 -4.977
C -1.532 -1.807 -4.563
C -0.490 -2.616 -5.535
C -1.101 -3.662 -6.563
C -1.047 -5.216 -6.064
N 0.370 -5.620 -5.846
C -1.557 -2.797 -3.296
O -2.624 -2.686 -2.352
C -2.926 -3.882 -1.652
C -3.401 -5.225 -2.249
C -3.745 -6.463 -1.374
C -3.662 -6.414 0.197
C -3.169 -5.050 0.812
C -2.815 -3.818 -0.082
C -3.013 -1.704 -5.148
C -3.928 -3.051 -5.061
C -5.009 -3.157 -6.260
C -4.722 -4.458 -7.158
Cl -6.247 -4.743 -8.189
O -3.891 -0.652 -4.737
S -3.547 0.234 -3.410
O -4.298 -0.301 -2.192
O -4.218 1.589 -3.630
H 0.225 1.507 -1.225
H -0.842 -1.380 -1.091
H -2.480 0.220 -0.455
H -0.038 0.103 -6.385
H 0.004 1.485 -5.254
H -3.257 0.327 -7.500
H 0.766 -1.196 -2.790
H 0.775 0.610 -3.099
H 0.237 -3.231 -4.870
H 0.195 -1.936 -6.135
H -2.114 -3.428 -7.024
H -0.379 -3.681 -7.475
H -1.453 -5.816 -6.973
H -1.755 -5.440 -5.201
H 0.474 -6.619 -5.628
H 0.881 -5.487 -6.743
H -1.619 -3.866 -3.745
H -0.562 -2.828 -2.699
H -3.507 -5.333 -3.379
H -4.098 -7.446 -1.825
H -3.947 -7.316 0.855
H -3.111 -4.965 1.959
H -2.495 -2.846 0.424
H -2.876 -1.581 -6.297
H -4.545 -3.027 -4.082
H -3.322 -4.013 -5.033
H -6.057 -3.316 -5.800
H -4.950 -2.167 -6.844
H -4.540 -5.411 -6.553
H -3.863 -4.300 -7.913
C -6.840 3.435 -2.747
C -7.986 2.815 -1.913
C -9.004 2.063 -2.805
C -9.981 2.967 -3.543
C -10.667 3.918 -2.574
C -9.658 4.741 -1.745
N -8.623 3.881 -1.076
O -9.224 3.266 -0.019
C -9.006 5.793 -2.675
C -10.440 5.613 -0.723
C -7.246 1.722 -1.087
H -7.052 4.408 -3.175
H -5.943 3.574 -2.139
H -6.572 2.786 -3.585
H -9.592 1.373 -2.186
H -8.477 1.435 -3.531
H -9.463 3.510 -4.338
H -10.738 2.350 -4.042
H -11.325 4.591 -3.136
H -11.321 3.343 -1.909
H -8.163 6.291 -2.184
H -9.724 6.571 -2.950
H -8.667 5.380 -3.626
H -11.071 5.021 -0.058
H -11.099 6.317 -1.235
H -9.747 6.199 -0.107
H -6.536 2.168 -0.385
H -6.680 1.065 -1.755
H -7.930 1.083 -0.524
C 4.854 -0.301 1.558
C 3.471 -0.565 2.199
C 2.642 0.736 2.336
C 3.054 1.623 3.502
C 3.082 0.826 4.798
C 3.981 -0.424 4.699
N 3.657 -1.276 3.503
O 2.500 -1.942 3.775
C 5.458 0.038 4.683
C 3.877 -1.222 6.028
C 2.758 -1.419 1.111
H 5.629 0.017 2.245
H 5.244 -1.203 1.078
H 4.787 0.478 0.792
H 1.583 0.482 2.470
H 2.693 1.316 1.409
H 4.023 2.087 3.296
H 2.338 2.448 3.599
H 3.431 1.473 5.610
H 2.059 0.536 5.062
H 6.133 -0.791 4.446
H 5.759 0.427 5.661
H 5.649 0.859 3.990
H 2.854 -1.519 6.264
H 4.232 -0.625 6.870
H 4.496 -2.128 5.983
H 3.247 -2.389 0.981
H 2.789 -0.903 0.146
H 1.704 -1.596 1.337
C 9.638 1.346 10.094
C 9.142 0.957 8.681
C 10.245 0.242 7.862
C 11.296 1.174 7.277
C 10.638 2.295 6.488
C 9.602 3.074 7.326
N 8.602 2.171 7.993
O 7.733 1.746 7.035
C 10.364 3.938 8.361
C 8.917 4.134 6.420
C 8.065 -0.124 8.989
H 10.171 2.288 10.154
H 8.801 1.441 10.791
H 10.316 0.586 10.493
H 9.784 -0.305 7.030
H 10.740 -0.516 8.478
H 11.935 1.566 8.073
H 11.956 0.602 6.613
H 11.412 2.979 6.121
H 10.161 1.874 5.596
H 9.679 4.381 9.092
H 10.890 4.764 7.871
H 11.143 3.392 8.893
H 8.432 3.694 5.547
H 9.645 4.854 6.042
H 8.163 4.695 6.986
H 7.214 0.305 9.526
H 8.491 -0.910 9.621
H 7.689 -0.615 8.088
```

Calculated values
LUMO (alpha / beta)   -0.606 / -0.606 eV
Highest occupied orbital energy (alpha / beta)   -8.48 / -8.82 eV
Expectation value of S²   3.763
2S+1   4
HOMO-LUMO gap (alpha / beta)   7.87 / 8.22 eV

Atom charges from the Mulliken analysis, given in e for atoms 1 to 2: -0.7452, 0.8625



No. 3
A cluster of 18 separate species, C48H84Cl24O18 in total. Source: the OMol25 dataset; level of theory: ωB97M-V with the def2-TZVPD basis set.

```
174
C48H84Cl24O18, DFT ωB97M-V with the def2-TZVPD basis set
C -1.259 -8.506 17.706
C 0.006 -7.751 16.956
C -0.459 -6.990 15.708
O 0.189 -5.733 15.861
C 0.588 -5.575 17.090
O 0.859 -4.477 17.613
O 0.701 -6.727 17.706
H -0.870 -9.112 18.525
H -1.800 -9.237 17.106
H -2.069 -7.887 18.089
H 0.655 -8.575 16.660
H -1.529 -6.818 15.584
H -0.059 -7.468 14.814
C 0.463 -19.470 21.823
C -0.974 -18.920 21.639
C -2.024 -19.431 22.644
O -2.457 -18.262 23.375
C -1.918 -17.114 22.864
O -2.214 -15.961 23.133
O -0.960 -17.583 21.973
H 0.561 -20.555 21.802
H 0.949 -19.058 22.708
H 1.123 -19.163 21.012
H -1.086 -19.209 20.594
H -1.555 -20.158 23.307
H -2.847 -20.004 22.218
C -7.592 -6.508 19.802
C -8.300 -6.164 21.133
C -8.316 -4.705 21.625
O -9.698 -4.434 21.822
C -10.389 -5.505 21.381
O -11.611 -5.575 21.462
O -9.671 -6.353 20.815
H -6.563 -6.437 20.154
H -7.919 -5.841 19.005
H -7.768 -7.478 19.337
H -7.967 -6.841 21.920
H -8.021 -4.070 20.790
H -7.830 -4.538 22.586
C -8.448 -11.720 27.975
C -7.462 -12.498 27.027
C -7.833 -13.887 26.814
O -7.828 -14.004 25.329
C -7.560 -12.867 24.746
O -7.250 -12.624 23.616
O -7.637 -11.900 25.680
H -9.533 -11.805 27.912
H -8.518 -10.653 27.766
H -8.205 -11.732 29.038
H -6.434 -12.368 27.365
H -8.842 -14.117 27.157
H -7.131 -14.539 27.334
C -2.486 -17.271 15.839
C -1.105 -17.657 16.363
C -0.756 -17.628 17.894
O -0.190 -18.836 18.005
C -0.234 -19.564 16.999
O 0.281 -20.711 16.889
O -0.879 -18.941 15.988
H -3.209 -17.954 16.285
H -2.514 -17.094 14.764
H -2.736 -16.296 16.257
H -0.291 -17.190 15.810
H -1.693 -17.460 18.426
H -0.076 -16.777 17.935
C 2.511 -12.193 17.948
C 1.988 -13.041 16.818
C 1.384 -14.461 17.166
O 0.074 -14.553 16.611
C -0.041 -13.489 15.846
O -1.015 -13.214 15.151
O 1.015 -12.552 16.029
H 2.983 -12.713 18.782
H 1.873 -11.457 18.438
H 3.307 -11.531 17.605
H 2.817 -13.490 16.270
H 1.335 -14.491 18.254
H 1.869 -15.330 16.721
Cl -11.563 -10.008 21.994
C -9.847 -9.636 22.372
C -9.700 -9.449 23.916
Cl -7.927 -9.193 24.104
H -9.471 -8.791 21.795
H -9.191 -10.448 22.059
H -9.981 -10.253 24.596
H -10.273 -8.598 24.285
Cl -13.418 -16.239 21.225
C -11.769 -15.843 20.771
C -10.914 -15.134 21.924
Cl -10.730 -16.107 23.404
H -11.818 -15.180 19.907
H -11.242 -16.742 20.450
H -11.429 -14.225 22.233
H -9.926 -14.829 21.577
Cl -6.670 -18.675 21.377
C -7.088 -17.684 22.878
C -6.226 -16.417 23.198
Cl -5.839 -15.345 21.753
H -7.239 -18.281 23.777
H -8.071 -17.294 22.613
H -5.296 -16.682 23.700
H -6.710 -15.737 23.899
Cl -0.370 -7.720 21.065
C -1.664 -6.452 21.242
C -3.114 -6.996 21.162
Cl -4.389 -5.776 21.371
H -1.504 -5.665 20.505
H -1.476 -5.956 22.194
H -3.233 -7.786 21.904
H -3.403 -7.503 20.242
Cl -0.904 -12.491 22.462
C -0.441 -13.885 21.475
C 0.626 -14.580 22.224
Cl 1.387 -15.754 21.120
H -0.018 -13.529 20.536
H -1.270 -14.574 21.312
H 0.254 -15.074 23.122
H 1.423 -13.869 22.440
Cl -4.633 -10.876 21.410
C -5.379 -12.027 20.240
C -4.234 -12.971 19.799
Cl -2.998 -12.218 18.897
H -5.925 -11.560 19.420
H -6.135 -12.568 20.809
H -4.690 -13.748 19.186
H -3.831 -13.473 20.678
Cl -1.768 -7.314 26.246
C -3.428 -6.861 26.770
C -4.557 -6.756 25.645
Cl -4.443 -8.159 24.410
H -3.289 -5.956 27.362
H -3.687 -7.611 27.517
H -4.306 -5.873 25.057
H -5.536 -6.817 26.120
Cl -5.906 -18.147 18.162
C -7.180 -16.932 17.883
C -7.992 -16.528 19.067
Cl -8.910 -15.127 18.477
H -7.735 -17.400 17.070
H -6.723 -16.111 17.331
H -7.302 -16.114 19.802
H -8.614 -17.313 19.497
Cl -7.003 -12.492 14.808
C -5.568 -11.958 15.756
C -4.251 -12.359 15.034
Cl -3.869 -13.903 15.758
H -5.719 -12.269 16.789
H -5.734 -10.881 15.787
H -3.470 -11.624 15.230
H -4.383 -12.650 13.992
Cl -7.789 -7.076 15.968
C -6.111 -6.618 15.737
C -5.310 -7.900 15.648
Cl -5.263 -8.723 17.229
H -5.766 -5.957 16.532
H -6.201 -6.005 14.841
H -4.313 -7.566 15.358
H -5.570 -8.484 14.766
Cl -9.136 -11.619 19.647
C -10.065 -11.976 18.187
C -10.984 -10.756 17.919
Cl -10.177 -9.147 17.975
H -10.469 -12.984 18.280
H -9.379 -12.085 17.348
H -11.731 -10.849 18.708
H -11.513 -11.064 17.017
Cl -3.888 -13.316 27.132
C -3.232 -13.133 25.456
C -3.162 -11.685 25.034
Cl -2.020 -10.603 25.937
H -3.904 -13.649 24.770
H -2.254 -13.600 25.344
H -4.143 -11.210 25.020
H -2.946 -11.770 23.969
```

Calculated values
LUMO   0.101 eV
Highest occupied orbital energy   -10.14 eV
HOMO-LUMO gap   10.24 eV

Atom charges from the Mulliken analysis, given in e for atoms 1 to 2: -1.0886, 0.5182



| no. | E_tot (eV) | molecular weight (g/mol) |
| --- | --- | --- |
| 1 | -117718.6702 | 1102.132 |
| 2 | -194257.2203 | 1105.076 |
| 3 | -388529.6682 | 1800.054 |